A:
Entry from the OMol25 dataset: a molecular structure, C2H7N2 (the ωB97M-V functional and the def2-TZVPD basis).

CARTESIAN COORDINATES (ANGSTROEM)
H -0.04146 1.40002 1.64228
H 0.16692 -1.86171 -0.75164
N 0.86852 0.18764 -0.34140
H -2.00924 -0.44273 0.28181
H 1.68608 0.37522 0.24549
N -1.12893 -0.24336 -0.16875
H -0.65693 1.83920 -0.51626
C -0.38831 0.92375 -0.01350
H 0.28757 -1.39335 0.98455
H 1.14642 0.25933 -1.32928
C 0.06936 -1.04400 -0.03329

The total charge is +1. Its spin multiplicity is 1. The calculation puts the lowest unoccupied orbital energy at -0.150 Ha. Its HOMO energy is -14.19 eV.


B:
Entry from the OMol25 dataset: a gas-phase ion, C2H7N2 (charge +1) (the ωB97M-V functional and the def2-TZVPD basis).

CARTESIAN COORDINATES (ANGSTROEM)
C 0.79505 -0.25013 -0.15735
C -1.69473 -0.14496 -0.16826
N 1.97952 0.26372 0.09445
N -0.33743 0.14022 0.36136
H -1.73146 0.07647 -1.22360
H 0.82863 -1.18845 -0.70691
H 2.76926 -0.28119 -0.21369
H 2.10123 1.22783 0.36722
H -2.02183 -1.15247 0.09188
H -2.33668 0.48496 0.44203
H -0.35156 0.82400 1.11287

The total charge is +1. Its spin multiplicity is 1. The calculation puts the lowest unoccupied orbital energy at -0.150 Ha. Its HOMO energy is -15.68 eV. Its structure (SMILES) is CNC=[NH2+].


C:
Entry from the OMol25 dataset: a gas-phase ion, C2H7N2 (charge +1) (the ωB97M-V functional and the def2-TZVPD basis).

CARTESIAN COORDINATES (ANGSTROEM)
N 0.45264 -0.72524 0.19504
H -0.40373 0.99193 1.13435
H 2.19333 0.37198 0.50404
H -1.71557 -0.56960 -0.96182
H -2.44081 0.64857 -0.25520
H 2.21289 -0.98624 -0.69535
C -0.60278 0.03204 0.64954
H 1.40087 0.65318 -1.05324
C 1.64740 -0.15371 -0.31125
H -1.23569 -0.61357 1.34206
N -1.50855 0.35066 -0.54817

The total charge is +1. Its spin multiplicity is 1. The calculation puts the lowest unoccupied orbital energy at -0.331 Ha. Its HOMO energy is -15.81 eV.


Verdict on stability: C comes out at the bottom.